{"formula": "C8H14NO4", "method": "ωB97M-V/def2-TZVPD", "molar_mass_g_mol": 188.20, "de_lowest_kj_mol": 40.9, "total_energy_ha": -668.645379, "orbital_gap_ev": [8.57, 8.57], "homo_ha": [-0.4932, -0.4932], "lumo_ev": [-4.9, -4.9], "total_charge": 1, "species": ["C", "C", "C", "C", "C", "C", "C", "C", "N", "O", "O", "O", "O", "H", "H", "H", "H", "H", "H", "H", "H", "H", "H", "H", "H", "H", "H"], "coordinates": [[-1.11658, -0.28737, -0.47693], [0.42459, 1.67409, -0.15463], [0.61563, -0.20966, 1.45534], [-2.29645, -0.71810, 0.36070], [-0.56072, 2.64448, -0.83486], [0.41356, -1.60276, 1.79338], [2.16307, -0.70588, -1.24130], [0.02285, 0.35602, 0.30389], [2.25245, -1.93125, -1.55067], [-0.95095, -0.49152, -1.65393], [1.65800, 2.04372, 0.13928], [1.37266, 0.45799, 2.26540], [2.63957, -0.32033, -0.19931], [-2.30877, -0.35697, 1.45608], [-3.11416, -0.18080, -0.12874], [-2.33880, -1.77612, 0.36588], [0.05570, 3.47822, -1.14770], [-1.10521, 3.37162, -0.14751], [-1.22877, 2.22228, -1.55063], [-0.10546, -2.19376, 0.92805], [1.28225, -2.15793, 2.05035], [-0.22632, -1.61144, 2.65284], [1.72924, -0.09991, -1.98817], [1.94483, -2.23694, -2.50238], [3.01766, -2.38326, -1.14456], [1.41146, 1.41774, 1.94782], [2.39767, 1.30757, 0.18866]], "forces_ev_per_angstrom": [[1.463, -0.584, 1.669], [-0.859, -1.892, 1.317], [-0.050, 0.472, -1.835], [-0.128, 2.138, 0.923], [1.951, 1.680, 2.027], [-2.028, -1.714, -1.817], [0.292, 1.766, -0.034], [-0.039, 2.369, -0.488], [-1.147, -3.638, -3.764], [-0.658, 0.186, 0.042], [-0.237, 1.128, -0.505], [0.137, 1.614, -0.233], [1.319, 1.784, 1.974], [0.443, -0.443, -1.797], [-0.519, -0.774, 0.087], [-0.677, -1.035, -0.333], [0.429, -0.209, -1.476], [0.052, -1.853, 0.176], [-0.164, -0.314, -0.460], [0.930, 1.216, 1.666], [1.075, -0.018, 0.256], [-0.550, -0.303, 0.670], [-1.024, 1.207, -0.676], [0.495, 0.281, 1.415], [0.960, -1.390, 0.836], [0.167, -1.430, 0.833], [-1.633, -0.244, -0.473]]}